Entry 1:
The following is a quantum chemistry calculation of a molecular structure, C6H10B2 at a distorted geometry, from OMol25.

The geometry in XYZ format:
```
18
Properties=species:S:1:pos:R:3:forces:R:3
B 1.2940 -0.6338 1.2053 -2.48 -0.84 -0.36
B -0.5131 -0.0325 2.4096 0.96 -0.85 -3.73
C -0.4347 1.8462 -2.5565 2.03 0.58 -0.84
C 0.0387 -2.5272 -0.4977 -2.64 2.05 0.06
C 0.1117 1.2190 -1.5062 -0.59 0.53 0.62
C -0.5437 1.0296 -0.1495 0.37 -0.04 -1.31
C 0.6865 -1.6542 0.2253 0.39 1.47 1.18
C -0.1410 0.2206 0.8273 -0.85 -0.47 0.57
H 2.1953 0.0819 1.1631 0.93 0.23 -0.30
H 0.8806 -0.7629 2.4232 0.17 -0.61 0.38
H -0.2862 0.8904 3.0312 0.25 0.91 1.22
H -1.3035 -0.9047 2.5175 0.09 -0.25 0.55
H 0.3617 2.2853 -3.2677 -1.76 -1.07 0.60
H -1.4808 2.0335 -2.7678 0.06 0.22 0.39
H -1.0329 -2.3689 -0.8999 1.99 0.20 0.48
H 0.3408 -3.5218 -0.5892 0.92 -1.40 -0.05
H 1.1891 1.0501 -1.6281 -0.35 -0.13 0.67
H -1.3628 1.7492 0.0601 0.50 -0.53 -0.14
```
Positions in Å, forces in eV/Å.

**HOMO-LUMO gap**: 8.586 eV
**Net charge**: 0
**Multiplicity**: 1

***

Entry 2:
The following is a quantum chemistry calculation of a molecular structure, C6H10BaCl2F at a distorted geometry, from OMol25.

The geometry in XYZ format:
```
20
Properties=species:S:1:pos:R:3:forces:R:3
C 2.2235 0.6690 0.6357 -0.10 0.30 -0.42
C 1.3418 0.6299 -0.6053 0.64 -0.20 -0.21
Cl 2.2839 1.1222 -2.0610 -0.07 0.17 -0.10
C 0.6852 -0.7127 -0.8791 0.01 -0.98 0.20
Cl 1.9998 -1.9283 -1.0768 0.05 -0.13 -0.14
C -0.1968 -1.2398 0.2270 0.61 0.88 0.08
C -1.2620 -0.3684 0.6706 -0.10 -0.18 -1.07
C -1.9994 0.4156 -0.4280 -0.60 -0.38 1.65
F -2.1095 -0.2520 -1.5878 -0.09 -0.41 -0.75
H 2.1963 -0.2501 1.1878 0.03 -0.46 0.24
H 1.9092 1.4809 1.2661 -0.12 0.35 0.46
H 3.2344 0.8789 0.3386 0.48 -0.08 0.03
H 0.6098 1.4085 -0.5246 -0.66 0.28 -0.05
H 0.1662 -0.7166 -1.8201 -0.07 0.27 -0.48
H 0.4440 -1.4392 1.0670 0.10 -0.69 0.47
H -2.0206 -1.0756 1.1474 1.89 0.07 -0.36
H -1.0086 0.3386 1.4885 -0.46 0.30 0.47
H -3.0484 0.6187 -0.0965 0.03 0.44 -0.26
H -1.5734 1.3901 -0.5464 0.37 0.55 -0.33
Ba -3.8753 -0.9696 1.5970 -1.94 -0.11 0.59
```
Positions in Å, forces in eV/Å.

**HOMO-LUMO gap**: 3.953 eV
**Net charge**: +1
**Multiplicity**: 1

***

Entry 3:
The following is a quantum chemistry calculation of C6H10Br2OS in the gas phase at a distorted geometry, from OMol25.

The geometry in XYZ format:
```
20
Properties=species:S:1:pos:R:3:forces:R:3
C 0.4677 -0.5567 -0.3749 -1.57 -2.64 0.64
C 1.4001 -1.5060 -2.5115 0.94 -2.17 -0.79
C 0.0291 2.1680 1.5341 -0.29 -1.15 -0.05
C 0.4782 -1.7822 -1.3329 -2.88 2.79 -2.37
C -0.5859 0.7279 1.7348 -1.91 1.76 -2.43
C -0.8131 -0.1925 0.3774 0.31 0.91 1.87
O 1.4023 0.0834 -0.0741 2.86 1.28 -0.11
S -2.2907 1.0487 2.4275 0.26 -0.75 0.15
Br -1.7937 0.8340 -0.9293 -0.44 -0.28 -0.04
Br -1.5934 -1.8507 1.0677 -0.27 0.21 -0.41
H 1.2899 -0.6767 -3.1536 -0.65 1.61 0.00
H 1.3105 -2.3281 -3.2928 0.28 0.45 1.27
H 2.4239 -1.4883 -2.1195 -0.06 -0.05 -0.35
H 0.2105 2.5795 2.5287 0.23 -0.07 -0.10
H -0.6942 2.8254 1.0545 -0.01 -0.12 -0.16
H 0.9232 2.1436 0.9192 0.14 -0.01 0.25
H 0.8031 -2.7149 -0.9783 0.08 -1.00 1.37
H -0.6253 -1.8653 -1.7204 1.96 -0.17 0.79
H -0.1178 0.1843 2.5012 1.03 -0.96 0.52
H -2.2244 2.3665 2.3424 -0.03 0.37 -0.04
```
Positions in Å, forces in eV/Å.

**HOMO-LUMO gap**: 9.539 eV
**Net charge**: 0
**SMILES string**: CCC(=O)C(Br)(Br)[C@@H](C)S
**Multiplicity**: 1

***

Entry 4:
The following is a quantum chemistry calculation of a molecular structure, C6H10Cl2F6MgO8S2 at a distorted geometry, from OMol25.

The geometry in XYZ format:
```
35
Properties=species:S:1:pos:R:3:forces:R:3
Mg -6.6949 -9.4131 -6.0228 1.00 -0.30 1.92
Cl -4.4980 -10.3140 -5.4339 -0.08 -0.20 -0.30
Cl -7.7211 -8.9395 -3.7796 -0.10 0.02 -0.10
C -7.5138 -13.4117 -7.2550 0.24 0.37 0.18
F -8.1477 -14.5621 -7.5195 -0.22 -0.19 -0.08
F -6.3246 -13.7211 -6.7515 0.28 -0.09 0.12
F -7.2907 -12.8006 -8.4373 -0.13 0.03 -0.19
S -8.4884 -12.3474 -6.1009 0.20 0.41 -0.05
O -9.7546 -12.2502 -6.7848 -0.18 0.07 -0.16
O -8.4457 -13.0926 -4.8843 -0.17 -0.42 0.37
O -7.7384 -11.1000 -6.0627 -0.35 -0.78 -0.53
C -5.2850 -5.3123 -7.0431 0.05 -0.38 0.15
F -5.4459 -6.0372 -8.1707 0.00 0.21 -0.15
F -4.2095 -4.5302 -7.2516 -0.19 0.13 0.14
F -6.3642 -4.5136 -6.9304 0.10 0.09 -0.16
S -5.1093 -6.4500 -5.5630 -0.71 -0.01 -0.19
O -5.7153 -5.7313 -4.4820 -0.03 0.42 0.10
O -5.9177 -7.5558 -6.0593 0.36 0.45 -0.22
O -3.7051 -6.6693 -5.4994 0.84 -0.12 -0.05
C -8.9236 -7.2404 -6.3970 -0.17 0.02 0.97
O -8.2136 -8.3568 -6.8954 -0.84 -0.18 -1.31
C -8.0853 -8.3232 -8.3034 0.32 0.26 -0.60
C -7.5589 -9.6536 -8.7893 0.00 0.02 0.73
O -6.3174 -9.8768 -8.1127 -0.84 0.08 -0.30
C -5.2855 -10.3576 -8.9124 1.70 0.30 -0.31
H -9.8342 -7.0905 -6.9838 0.07 0.07 -0.10
H -8.3062 -6.3401 -6.3463 0.07 -0.05 -0.32
H -9.1819 -7.4982 -5.3688 0.03 0.01 -0.06
H -7.3813 -7.5298 -8.5925 -0.06 0.00 0.10
H -9.0413 -8.1215 -8.8058 -0.11 -0.02 0.27
H -7.4307 -9.6479 -9.8723 0.06 0.04 -0.03
H -8.2488 -10.4424 -8.4816 -0.03 -0.09 -0.21
H -4.8534 -9.5417 -9.5193 -0.33 -0.08 -0.07
H -5.5345 -11.1903 -9.5740 -0.49 -0.02 0.16
H -4.4608 -10.6713 -8.2702 -0.30 -0.07 0.29
```
Positions in Å, forces in eV/Å.

**HOMO-LUMO gap**: 7.182 eV
**Net charge**: -2
**Multiplicity**: 1

***

Entry 5:
The following is a quantum chemistry calculation of a molecular structure, C6H10Cl2OS at a distorted geometry, from OMol25.

The geometry in XYZ format:
```
20
Properties=species:S:1:pos:R:3:forces:R:3
C -0.8415 -1.6243 -1.3132 -0.02 -0.18 -0.12
C -0.2200 -0.6465 -3.4079 0.09 0.10 -0.12
C 0.5344 0.3955 -3.0505 -0.01 0.24 -0.52
C -0.2856 1.2630 3.7891 0.04 0.08 0.09
C -0.1088 0.0551 1.2498 0.28 0.15 0.24
C 1.1358 0.3980 0.9280 0.11 -0.26 2.28
H -1.4447 -2.4871 -1.0195 0.12 0.18 -0.01
H 0.1834 -1.7466 -0.9437 -0.20 0.04 -0.05
H -1.2753 -0.7105 -0.8945 -0.11 -0.40 -0.61
H -0.3616 -0.7896 -4.4779 0.05 0.04 0.18
H 0.9491 1.0151 -3.8300 -0.05 -0.09 -0.11
H -0.2924 2.1740 3.1879 -0.01 -0.13 0.04
H 0.7111 1.0936 4.1939 -0.12 0.01 -0.06
H -0.9981 1.3771 4.6112 0.09 -0.05 -0.14
H -0.7710 -0.1686 0.4187 0.27 0.36 0.66
H 1.4523 0.4853 -0.1070 1.12 -1.29 3.65
O -0.8756 -1.6022 -2.7337 0.01 0.04 -0.04
S -0.8846 -0.1408 2.8140 0.06 0.08 -0.02
Cl 0.9769 0.9377 -1.4588 -1.76 1.12 -5.65
Cl 2.4164 0.7218 2.0441 0.04 -0.03 0.31
```
Positions in Å, forces in eV/Å.

**HOMO-LUMO gap**: 9.055 eV
**Net charge**: 0
**Multiplicity**: 1

***

Entry 6:
The following is a quantum chemistry calculation of C6H10Cl2Si in the gas phase at a distorted geometry, from OMol25.

The geometry in XYZ format:
```
19
Properties=species:S:1:pos:R:3:forces:R:3
C 2.6827 -0.8991 -1.5087 0.19 -2.70 0.11
C 1.4622 -0.2837 0.2752 -0.51 -0.74 -0.04
C 2.4913 0.0695 -0.6735 -0.31 0.83 0.11
C -1.3900 -0.7918 -1.2145 -1.79 -0.01 2.31
C -0.5804 1.9468 -0.0865 -2.76 -2.00 -0.07
C -1.2301 -0.4960 1.9241 -0.68 0.05 -1.11
Si -0.4527 0.0291 0.2538 -1.41 1.48 -0.16
Cl 1.9786 -1.3586 1.5475 0.12 0.11 0.07
Cl 3.2048 1.6914 -0.7879 -0.26 -0.37 0.05
H 2.6645 -2.0594 -1.5237 -0.26 2.52 -0.10
H -1.3255 -1.8634 -1.0973 0.55 -0.47 -0.51
H -2.5502 -0.6638 -1.1864 2.10 0.47 0.02
H -0.9533 -0.3789 -2.0821 0.23 -0.02 -1.34
H -0.6963 1.9893 -1.1576 0.13 0.23 -0.59
H -1.4812 2.4814 0.3181 0.85 -0.68 -0.06
H 0.2893 2.4184 0.1765 2.11 1.40 0.75
H -0.9557 0.2056 2.6777 0.60 0.39 0.74
H -2.3453 -0.5713 2.0288 0.93 0.07 -0.76
H -0.8127 -1.4656 2.1163 0.15 -0.55 0.57
```
Positions in Å, forces in eV/Å.

**HOMO-LUMO gap (alpha / beta)**: 8.410 / 7.942 eV
**Net charge**: 0
**Multiplicity**: 1

***

Entry 7:
The following is a quantum chemistry calculation of a molecular structure, C6H10ClIN2OS at a distorted geometry, from OMol25.

The geometry in XYZ format:
```
22
Properties=species:S:1:pos:R:3:forces:R:3
C 1.7342 1.3545 2.2381 0.58 1.27 0.45
C 1.8135 -1.1686 -0.9662 1.66 -0.61 1.54
C -1.0199 0.8870 0.4837 -0.57 -0.02 4.73
C -0.0921 -0.1270 1.1328 1.13 2.34 3.19
C -2.3998 0.2805 0.6413 -2.15 0.45 -2.05
C 1.2903 0.4313 1.2959 0.87 -0.27 -2.91
N 2.1822 2.1557 2.9502 -0.41 -0.63 -0.22
N 1.3447 1.4193 -1.6134 0.33 -4.02 1.83
O 3.4755 0.8930 -0.2319 -2.05 -0.47 -0.17
S 2.0415 0.5119 -0.2546 1.96 -0.63 0.85
Cl -2.4755 -1.1083 -0.5790 -0.12 0.08 0.30
I 1.4144 3.4259 -1.5221 -0.05 4.54 0.09
H 2.8496 -1.6713 -0.8819 -1.59 1.02 -0.48
H 1.1274 -1.7652 -0.3559 0.36 0.24 -0.23
H 1.3988 -1.0661 -1.9411 0.06 -0.15 -0.83
H -0.9262 1.7993 1.1502 -0.42 -0.65 -0.81
H -0.5682 1.1273 -0.4362 -0.67 0.18 -1.51
H 0.0112 -0.9098 0.5119 -0.27 -2.86 -1.68
H -0.2882 -0.5177 2.1637 -0.82 0.44 -0.89
H -2.6828 -0.2092 1.6235 0.72 1.03 -1.10
H -3.2436 0.9562 0.2429 1.26 -0.96 1.03
H 1.7250 0.9755 -2.4243 0.21 -0.33 -1.14
```
Positions in Å, forces in eV/Å.

**HOMO-LUMO gap (alpha / beta)**: 7.108 / 5.026 eV
**Net charge**: 0
**Multiplicity**: 3

***

Entry 8:
The following is a quantum chemistry calculation of 2 unconnected molecules or ions with the total composition C6H10ClN2 at a distorted geometry, from OMol25.

The geometry in XYZ format:
```
19
Properties=species:S:1:pos:R:3:forces:R:3
C 1.8277 -0.8368 -0.8806 -0.20 -0.90 -0.01
C 0.7396 -1.5260 -0.4352 0.69 0.00 -0.27
C 0.3723 0.6404 -0.1655 -2.68 3.45 0.73
C 0.4191 -2.9676 -0.3894 -0.08 -0.16 -0.10
C -1.6043 1.9658 1.3861 -0.11 0.07 0.14
C -0.8379 2.2964 0.1578 2.49 -2.71 -0.53
N -0.1491 -0.5676 0.0004 0.26 0.17 -0.03
N 1.5676 0.5028 -0.7112 -0.16 0.08 0.13
Cl -1.7276 2.4374 -1.3049 -0.11 0.13 -0.04
H 2.7425 -1.1939 -1.3079 0.14 -0.06 -0.03
H -0.3135 -3.2157 -1.1585 0.00 -0.05 -0.01
H 1.3113 -3.5603 -0.5642 0.03 -0.05 0.02
H -0.0035 -3.2396 0.5762 0.05 -0.06 0.06
H -0.9437 1.6492 2.1888 0.08 0.00 0.02
H -2.3601 1.2093 1.1982 -0.08 -0.08 -0.02
H -2.1176 2.8682 1.7219 -0.09 0.04 -0.04
H -0.0614 3.0471 0.2560 -0.12 0.03 -0.06
H -1.0583 -0.7609 0.3936 0.03 0.10 -0.03
H 2.1968 1.2516 -0.9614 -0.15 0.01 0.06
```
Positions in Å, forces in eV/Å.

**HOMO-LUMO gap**: 10.250 eV
**Net charge**: +1
**Multiplicity**: 1

***

Entry 9:
The following is a quantum chemistry calculation of a molecular structure, C6H10ClN2 at a distorted geometry, from OMol25.

The geometry in XYZ format:
```
19
Properties=species:S:1:pos:R:3:forces:R:3
C -1.4657 -1.6434 -0.0409 0.38 1.76 2.37
C -0.5040 -1.8651 -1.0610 2.12 2.09 0.51
C -1.4135 -0.6961 0.9020 -0.07 1.72 0.65
C 0.6749 -1.1051 -1.0949 -2.66 -2.10 -0.50
C -0.3859 0.3968 1.1713 3.59 -2.28 -1.95
C 1.1122 -0.1281 -0.0481 -1.45 -0.64 0.74
N 1.4370 1.1799 -0.6273 4.26 1.63 -2.25
N -0.5826 1.7043 0.6629 -1.06 1.13 2.05
Cl 2.5767 -0.6567 0.8852 -0.89 0.07 -0.35
H -2.3787 -2.1475 0.0865 -0.84 -1.26 -0.76
H -0.9647 -2.5486 -1.7521 1.23 -0.17 -1.07
H -2.3253 -0.5634 1.4752 0.09 -0.05 0.33
H 1.2569 -1.2208 -1.9940 0.57 0.11 -0.05
H 0.2236 0.3526 2.1412 -1.35 0.13 -1.31
H 2.4064 1.5000 -0.2421 -2.06 -0.67 -0.70
H 1.5301 1.4294 -1.7238 -0.67 -1.51 2.93
H -0.5235 2.4283 1.4252 -0.56 -0.83 -1.35
H -1.3724 1.8007 0.0172 0.11 0.14 0.68
H 0.6985 1.7830 -0.1827 -0.73 0.71 0.02
```
Positions in Å, forces in eV/Å.

**HOMO-LUMO gap**: 8.811 eV
**Net charge**: +1
**Multiplicity**: 1

***

Entry 10:
The following is a quantum chemistry calculation of a molecular structure, C6H10ClNS at a distorted geometry, from OMol25.

The geometry in XYZ format:
```
19
Properties=species:S:1:pos:R:3:forces:R:3
C 1.1811 2.0898 -1.6098 0.32 0.05 -0.96
C 0.5534 1.3066 -0.7404 2.63 2.81 -3.60
C 2.0762 1.5666 -2.6075 0.17 -0.20 -0.55
C -1.5754 -2.1635 1.2896 -0.04 -0.33 0.00
C -1.3294 -1.3099 0.0518 -0.56 -0.24 0.80
C 0.5876 0.3349 1.2114 -0.22 -1.32 2.53
H -0.1164 1.7255 0.0052 2.49 2.88 -1.80
H 0.7078 0.2306 -0.7686 0.53 1.13 -1.25
H -0.6994 -2.1820 1.9447 -0.11 0.01 -0.10
H -1.7936 -3.1992 1.0014 0.02 0.12 0.08
H -2.4212 -1.7766 1.8655 0.13 -0.06 -0.11
H -2.2121 -1.3186 -0.5968 0.14 0.10 0.08
H -0.4963 -1.7081 -0.5400 0.07 0.20 0.02
H 1.3170 -0.1780 0.5786 -0.02 -0.23 0.80
H 0.5225 -0.1714 2.1788 -0.19 0.05 -0.07
H 0.9350 1.3576 1.3801 0.01 -0.47 0.37
N 2.7949 1.1395 -3.4078 -0.50 0.30 0.65
S -1.0183 0.4440 0.3910 -4.88 -4.89 3.02
Cl 0.9865 3.8121 -1.6271 0.00 0.09 0.08
```
Positions in Å, forces in eV/Å.

**HOMO-LUMO gap**: 8.622 eV
**Net charge**: 0
**Multiplicity**: 1

***

Entry 11:
The following is a quantum chemistry calculation of C6H10ClPS2 in the gas phase at a distorted geometry, from OMol25.

The geometry in XYZ format:
```
20
Properties=species:S:1:pos:R:3:forces:R:3
C 2.7626 0.6801 0.1812 1.81 1.67 0.83
C 1.7035 1.4079 0.5423 -0.86 -1.21 -1.15
C 2.7057 -0.7002 -0.4802 4.23 -1.21 3.91
C 1.4652 -1.1768 -0.9476 -3.42 3.59 -2.84
C -2.8431 0.4743 0.8604 -1.48 0.82 1.90
C -2.9700 -0.8917 0.2678 -1.93 -0.76 -1.38
P 0.0470 0.8766 -0.0782 1.34 -0.19 -1.41
S -0.8450 2.2318 -1.2788 1.03 -1.20 0.74
S -1.1752 0.5889 1.6110 -0.20 0.12 0.47
Cl -1.8093 -1.1656 -1.0760 -0.24 -0.41 0.06
H 3.8293 1.1978 0.4583 -2.53 -1.77 -0.90
H 1.7741 2.3930 0.9254 0.17 0.69 0.52
H 3.5697 -0.7843 -1.1924 -0.84 0.16 0.33
H 3.0419 -1.4369 0.4360 -0.46 1.64 -1.97
H 1.2780 -0.8765 -2.0153 -0.01 -0.33 0.97
H 1.0242 -2.1100 -0.7692 -0.43 -1.03 0.93
H -3.0607 1.2991 0.1953 0.63 0.00 -0.68
H -3.7199 0.7105 1.6595 2.34 -1.08 -1.21
H -2.8364 -1.6946 1.0059 -0.02 0.34 -0.33
H -3.9415 -1.0233 -0.3053 0.84 0.17 1.21
```
Positions in Å, forces in eV/Å.

**HOMO-LUMO gap**: 7.309 eV
**Net charge**: 0
**Multiplicity**: 1

***

Entry 12:
The following is a quantum chemistry calculation of 2 unconnected molecules or ions with the total composition C6H10F2I2O at a distorted geometry, from OMol25.

The geometry in XYZ format:
```
21
Properties=species:S:1:pos:R:3:forces:R:3
C 0.0204 -1.2496 -0.9985 1.30 -0.42 0.88
C -1.4611 1.3579 -0.4574 1.17 -1.14 4.00
C -0.1081 0.4779 1.5019 1.34 -0.95 0.90
C 0.7675 0.0727 -0.8636 -0.18 0.49 -1.01
C -0.0334 0.9568 0.0689 0.36 1.13 0.53
C 3.2425 -0.5802 1.3182 -1.01 -1.09 1.80
O 1.7901 0.4611 -1.4073 -1.24 -1.30 0.10
F 3.9972 -0.6120 2.4669 -0.63 -0.29 -1.34
F 2.8890 -1.9196 1.1261 0.58 1.23 0.41
I 1.0650 2.8694 0.1871 -0.17 -0.12 0.01
I 4.8494 -0.2537 -0.4652 -0.01 1.13 -1.71
H -1.0117 -1.0378 -0.7052 0.39 -0.77 0.49
H 0.6500 -1.9532 -0.3726 -1.22 0.68 0.13
H -0.0232 -1.8205 -1.9007 0.36 0.42 -1.22
H -1.2963 1.6646 -1.3922 -0.12 1.46 -3.77
H -2.2270 0.6086 -0.3598 -0.05 -0.71 -0.18
H -1.7649 2.1444 0.2217 -0.16 0.42 -0.29
H 0.8113 0.4233 2.1297 0.01 -0.01 -1.26
H -0.5681 -0.4964 1.6539 -0.47 0.01 -0.32
H -0.6090 1.2386 2.0148 -1.47 0.88 0.90
H 3.6067 0.6866 -1.2350 1.23 -1.05 0.95
```
Positions in Å, forces in eV/Å.

**HOMO-LUMO gap**: 8.818 eV
**Net charge**: 0
**Multiplicity**: 1

***

Number 1: energy -7731.2531 eV. Number 2: energy -34828.4407 eV. Number 3: energy -159350.7928 eV. Number 4: energy -91237.1010 eV. Number 5: energy -44307.5820 eV. Number 6: energy -39302.7857 eV. Number 7: energy -42862.5097 eV. Number 8: energy -21879.5599 eV. Number 9: energy -21877.2878 eV. Number 10: energy -31226.2185 eV. Number 11: energy -49863.0965 eV. Number 12: energy -30063.7295 eV.